# C26H32BrO4Tm

A molecular structure, C26H32BrO4Tm in a non-equilibrium geometry (wB97M-V/def2-TZVPD, the OMol25 dataset).

Properties
* DFT total energy: -4970.15597 a.u.
* E_HOMO (spin up / spin down): -7.74 / -7.75 eV
* F_max: 2.32 eV/A
* frontier orbital gap (spin up / spin down): 8.143 / 8.158 eV
* expectation value of S²: 2.002
* multiplicity: 3

CARTESIAN COORDINATES (ANGSTROEM)
O (0.23777, 2.26154, -4.36991)
C (-0.55864, 1.55740, -5.37098)
C (-0.16525, 2.48656, -6.51739)
H (-1.62647, 1.58591, -5.12937)
H (-0.20098, 0.52566, -5.48724)
C (0.71538, 3.15608, -5.42471)
H (-0.97266, 3.13591, -6.86432)
H (0.36913, 1.99312, -7.33487)
C (0.31227, 4.57923, -5.10943)
H (-0.76369, 4.61554, -4.90568)
H (0.54774, 5.22010, -5.96920)
H (0.86971, 4.94116, -4.23322)
C (2.20394, 3.00868, -5.67678)
H (2.47114, 1.95895, -5.85178)
H (2.78292, 3.37836, -4.81977)
H (2.47235, 3.59965, -6.56357)
Tm (0.53071, -0.69602, 1.81663)
C (2.63682, -2.12272, 2.08449)
C (1.65272, -3.10845, 1.76033)
C (1.29982, -2.94935, 0.38803)
H (1.30864, -3.91564, 2.41416)
C (2.10950, -1.90929, -0.15613)
C (2.92153, -1.38180, 0.89228)
H (3.69340, -0.62326, 0.77480)
H (3.16354, -2.03113, 3.03390)
H (0.58738, -3.55652, -0.17204)
H (2.16987, -1.64107, -1.20779)
C (0.98574, 0.89617, 3.80367)
C (2.07799, 1.03000, 2.89406)
C (1.58263, 1.64691, 1.70832)
H (3.11771, 0.77633, 3.09736)
C (0.18013, 1.88505, 1.88080)
C (-0.19361, 1.40623, 3.17172)
H (-1.18706, 1.49419, 3.61354)
H (1.07294, 0.59027, 4.84899)
H (2.18470, 1.97430, 0.86234)
H (-0.47266, 2.41602, 1.18931)
O (-0.27148, -0.09000, -0.16886)
C (0.61848, 0.69301, -1.01500)
C (0.24651, 0.29819, -2.41495)
H (1.67487, 0.47605, -0.79972)
H (0.45264, 1.76423, -0.82834)
C (-1.25416, 0.02111, -2.34878)
H (0.79302, -0.60994, -2.71208)
H (0.55827, 1.11297, -3.06568)
C (-1.42588, -0.57744, -0.97042)
H (-1.56249, -0.66950, -3.13295)
H (-1.82620, 0.94904, -2.45651)
H (-1.36380, -1.67014, -1.00859)
H (-2.33991, -0.28220, -0.44634)
Br (-4.24534, -1.67854, 3.01463)
C (-3.34899, -2.52231, 4.42455)
C (-4.13261, -3.11009, 5.42491)
C (-3.54041, -3.65205, 6.57128)
C (-2.14950, -3.61486, 6.73243)
C (-1.35275, -3.05087, 5.73632)
C (-1.93827, -2.53266, 4.57007)
C (-1.06630, -1.92576, 3.52685)
O (0.15636, -1.64481, 3.82887)
O (-1.46927, -1.65352, 2.33478)
H (-5.21535, -3.12511, 5.32008)
H (-4.16928, -4.08445, 7.35184)
H (-1.67911, -4.02038, 7.63040)
H (-0.26615, -2.98403, 5.83065)

And the Mulliken charges, in e, turn out to be:
1 O -0.44
2 C -0.48
3 C -0.74
4 H 0.28
5 H 0.25
6 C 1.43
7 H 0.30
8 H 0.30
9 C -1.62
10 H 0.39
11 H 0.39
12 H 0.35
13 C -1.71
14 H 0.36
15 H 0.36
16 H 0.41
17 Tm 1.00
18 C -0.42
19 C -0.51
20 C -0.78
21 H 0.50
22 C -0.38
23 C -0.85
24 H 0.53
25 H 0.45
26 H 0.47
27 H 0.67
28 C -0.38
29 C -0.77
30 C -0.43
31 H 0.56
32 C -0.41
33 C -0.74
34 H 0.52
35 H 0.36
36 H 0.63
37 H 0.46
38 O -0.01
39 C -0.67
40 C -0.22
41 H 0.31
42 H 0.39
43 C -0.78
44 H 0.22
45 H 0.26
46 C -0.51
47 H 0.43
48 H 0.26
49 H 0.23
50 H 0.33
51 Br -0.14
52 C -0.08
53 C -0.43
54 C -0.47
55 C -0.68
56 C -0.36
57 C 0.25
58 C 1.20
59 O -0.72
60 O -0.74
61 H 0.40
62 H 0.36
63 H 0.37
64 H 0.48